Entry 1:
{
  "formula": "C3H10N2O2",
  "method": "wB97M-V/def2-TZVPD",
  "energy_ev": -10343.635,
  "homo_ha": -0.3132,
  "de_lowest_kj_mol": 564.7,
  "symbols": ["C", "C", "N", "N", "C", "H", "H", "H", "H", "H", "H", "H", "H", "O", "O", "H", "H"],
  "xyz": [[-0.8464, -1.7529, -0.3952], [-0.6126, -0.3145, 0.0560], [-1.8560, 0.4128, 0.1751], [0.6339, 1.7486, -0.5217], [0.5401, 0.3724, -0.5826], [-2.2416, 0.6707, -0.7260], [-1.8076, 1.2185, 0.7842], [-0.2065, 2.2618, -0.2993], [1.3870, 2.1762, -1.0403], [0.9717, -0.0920, -1.4705], [-1.2672, -1.7871, -1.4011], [0.0844, -2.3178, -0.3650], [-1.5025, -2.2411, 0.3225], [1.6591, -0.3411, 0.6385], [2.0901, 0.1361, 1.9130], [3.0480, 0.2651, 1.8183], [-0.0741, -0.4156, 1.0942]],
  "forces_ev_per_angstrom": [[0.2922, 0.3051, 0.0130], [-0.0993, -0.5427, 2.9081], [-0.2056, 0.0935, -0.3123], [-0.4737, -1.0248, -0.5514], [2.0097, 1.2328, 1.7455], [-0.1016, 0.0649, 0.0900], [0.0085, -0.0695, -0.0585], [0.3808, 0.1168, -0.0064], [-0.4661, 0.1522, 0.1171], [0.4740, -0.0671, 0.4184], [-0.1077, -0.1624, -0.0382], [0.1367, 0.1280, -0.2010], [-0.2587, 0.1139, -0.1743], [1.5294, -1.4623, -1.8084], [-0.5754, 1.0228, -0.2386], [-0.3573, 0.0003, -0.4051], [-2.1857, 0.0984, -1.4979]]
}

Entry 2:
{
  "formula": "C4H31NO12",
  "method": "wB97M-V/def2-TZVPD",
  "energy_ev": -30711.513,
  "homo_ha": -0.3204,
  "de_lowest_kj_mol": 130.1,
  "symbols": ["N", "C", "C", "C", "C", "H", "H", "H", "H", "H", "H", "H", "H", "H", "O", "H", "H", "O", "H", "H", "O", "H", "H", "O", "H", "H", "O", "H", "H", "O", "H", "H", "O", "H", "H", "O", "H", "H", "O", "H", "H", "O", "H", "H", "O", "H", "H", "O"],
  "xyz": [[1.9280, -2.3070, 1.5332], [0.6988, -1.6006, 1.4970], [-0.3217, -1.9302, 2.3090], [-0.1283, -0.0168, -0.2517], [0.7856, -0.3642, 0.6132], [2.4702, -2.3879, 0.6958], [1.8737, -3.1982, 2.0110], [-1.2669, -1.3635, 2.2869], [-0.3753, -2.7268, 3.0173], [-0.1264, 0.7743, -1.0001], [-1.0016, -0.6046, -0.4454], [1.7269, 0.1506, 0.6531], [-3.1162, 1.3080, -0.7969], [-3.9686, 0.1467, -1.4171], [-3.8099, 1.0706, -1.4536], [0.6510, -1.3940, -3.4285], [-0.5323, -0.6139, -2.9394], [0.0274, -1.4420, -2.6956], [0.6640, 3.0158, 0.0747], [2.1861, 3.1852, 0.2432], [1.4355, 3.4840, -0.2808], [-3.0215, 1.7597, 1.0120], [-2.3296, 0.4476, 0.5730], [-2.1627, 1.4150, 0.7730], [-3.6432, -1.7746, 0.9451], [-2.3443, -1.8782, -0.0014], [-3.1285, -1.3285, 0.2346], [-0.8547, -2.7813, -1.6676], [-0.5955, -3.0041, -0.1415], [-1.2732, -3.0908, -0.8368], [-0.6895, 1.4538, 1.7804], [-0.9434, 1.5861, 3.3685], [-0.2856, 1.4149, 2.6855], [-2.3596, 0.7439, -2.7795], [-0.9741, 1.4869, -2.9767], [-1.5100, 0.7273, -3.2628], [0.8620, 2.2215, -3.7144], [1.3492, 2.6062, -2.3343], [0.6151, 2.2925, -2.8253], [2.5534, -0.3363, 2.8997], [1.4493, 0.6886, 3.1969], [2.3946, 0.5998, 3.0976], [1.6043, -1.5350, -1.6682], [2.9389, -0.8717, -1.1753], [2.5490, -1.6938, -1.3820], [4.0573, 1.8275, 0.9486], [2.7796, 1.6953, 1.9439], [3.1629, 2.1422, 1.0815]],
  "forces_ev_per_angstrom": [[-0.5065, 0.0489, 1.0154], [0.8062, 0.0958, -0.0556], [-1.1442, 1.1596, -0.8850], [-0.9268, 0.2830, -1.4626], [0.1588, -1.4386, 0.7734], [-0.0988, 0.2925, -0.7012], [-0.0328, 0.1941, 0.0128], [0.8120, 0.0714, -0.0615], [0.5641, -0.7066, 0.0973], [0.8182, 0.2397, 0.5823], [-0.2358, -0.4518, 0.3988], [0.2111, 0.2963, 0.1798], [-0.6167, -0.4287, -0.6820], [-0.1049, -1.4339, 0.5447], [0.6492, 1.8165, -0.2984], [0.1948, -0.5398, -0.1132], [0.2120, -1.0147, 0.7464], [-0.4572, 1.3867, -1.0166], [0.3942, 0.2224, -0.0769], [0.2999, -0.3663, 0.3310], [-1.0549, 0.3036, -0.7507], [-0.3842, 0.2550, 0.4087], [0.0645, 0.8266, 0.6383], [-0.2883, -1.1089, -0.7341], [0.7898, 0.2991, -0.8806], [-0.6685, -0.4259, -0.0059], [-0.3760, 0.0943, 0.7234], [-0.0618, 0.0215, 0.4416], [-0.1312, -0.1055, -0.3969], [0.2811, 0.1012, 0.1815], [-0.0944, -0.0344, 1.4108], [-0.1106, 0.0567, -0.5225], [0.4631, 0.0977, -0.2223], [0.2398, 0.3392, -0.1551], [-0.1900, -0.0283, 0.1317], [-0.1865, -0.3536, 0.0263], [0.7064, -0.0564, -2.0121], [1.0740, 0.7737, 1.2034], [-1.6921, -0.4654, 0.8704], [-0.0440, 0.1342, -0.0372], [-1.0500, 0.1622, -0.0370], [0.8966, -0.3219, 0.2720], [1.1961, 0.1427, 0.4876], [0.4029, 1.5483, 0.2138], [-1.4447, -1.7030, -0.7343], [0.1227, -0.0661, 0.2371], [1.1983, 0.5196, -1.6772], [-0.6550, -0.7329, 1.5907]]
}

Entry 3:
{
  "formula": "C40H56F24O22",
  "method": "wB97M-V/def2-TZVPD",
  "energy_ev": -152654.794,
  "homo_ha": -0.3930,
  "smiles": "CCOC(=O)C(F)(F)F.CCOC(=O)C(F)(F)F.CCOC(=O)C(F)(F)F.CCOC(=O)C(F)(F)F.CCOC(=O)C(F)(F)F.CCOC(=O)C(F)(F)F.CCOC(=O)C(F)(F)F.CCOC(=O)C(F)(F)F.CCOC(=O)OC.CCOC(=O)OC",
  "de_lowest_kj_mol": 0.0,
  "symbols": ["C", "C", "O", "C", "O", "C", "F", "F", "F", "H", "H", "H", "H", "H", "C", "C", "O", "C", "O", "C", "F", "F", "F", "H", "H", "H", "H", "H", "C", "C", "O", "C", "O", "C", "F", "F", "F", "H", "H", "H", "H", "H", "C", "C", "O", "C", "O", "C", "F", "F", "F", "H", "H", "H", "H", "H", "C", "C", "O", "C", "O", "C", "F", "F", "F", "H", "H", "H", "H", "H", "C", "C", "O", "C", "O", "C", "F", "F", "F", "H", "H", "H", "H", "H", "C", "C", "O", "C", "O", "C", "F", "F", "F", "H", "H", "H", "H", "H", "C", "C", "O", "C", "O", "C", "F", "F", "F", "H", "H", "H", "H", "H", "C", "C", "O", "C", "O", "O", "C", "H", "H", "H", "H", "H", "H", "H", "H", "C", "C", "O", "C", "O", "O", "C", "H", "H", "H", "H", "H", "H", "H", "H"],
  "xyz": [[5.0814, 5.1300, 5.0019], [5.5089, 3.8238, 4.3424], [4.4011, 3.0541, 3.8626], [3.9404, 2.1304, 4.6939], [4.3195, 1.9430, 5.8064], [2.9083, 1.1663, 4.0619], [2.4385, 1.6669, 2.9172], [3.5172, 0.0170, 3.8093], [1.9181, 0.9703, 4.9157], [5.1450, 5.9701, 4.3076], [5.7787, 5.4471, 5.7799], [4.0804, 5.0689, 5.4226], [6.0705, 3.1859, 5.0237], [6.1766, 4.0527, 3.5148], [-3.8263, 1.6618, 2.6046], [-3.9634, 2.3706, 3.9260], [-5.0519, 1.7498, 4.6245], [-5.6103, 2.4648, 5.6098], [-5.2672, 3.5508, 5.9513], [-6.6134, 1.6179, 6.3981], [-6.0177, 1.3326, 7.5700], [-7.7097, 2.3318, 6.6717], [-6.9810, 0.5038, 5.8003], [-3.0579, 2.1283, 1.9787], [-4.7690, 1.7090, 2.0547], [-3.4859, 0.6312, 2.5855], [-4.2392, 3.4219, 3.8450], [-2.9921, 2.3017, 4.4261], [4.6664, 2.2870, -3.5817], [5.8666, 1.3688, -3.4875], [5.8453, 0.6788, -2.2456], [6.9772, 0.2459, -1.7516], [8.0669, 0.4395, -2.2079], [6.8690, -0.4119, -0.3585], [5.6422, -0.3050, 0.1707], [7.1687, -1.7169, -0.4460], [7.7425, 0.1595, 0.4669], [3.7507, 1.7854, -3.8827], [4.8218, 3.0818, -4.3121], [4.4294, 2.7661, -2.6272], [6.7891, 1.8880, -3.7361], [5.7310, 0.6999, -4.3432], [3.6089, 7.2179, -3.0124], [2.1821, 7.5779, -3.3944], [1.2885, 6.4761, -3.3499], [1.4231, 5.5088, -4.2453], [2.1859, 5.5215, -5.1651], [0.3828, 4.4006, -4.0600], [0.9541, 3.2149, -4.3106], [-0.1900, 4.4305, -2.8675], [-0.5652, 4.5588, -5.0046], [3.7253, 6.9671, -1.9539], [4.3584, 7.9558, -3.2944], [3.9884, 6.3020, -3.4753], [2.2719, 8.0098, -4.3952], [1.7692, 8.3836, -2.7963], [3.9615, -1.9059, -9.0995], [4.0774, -1.1765, -7.7712], [3.0058, -1.6184, -6.9489], [2.8492, -1.0775, -5.7571], [3.4786, -0.1582, -5.3231], [1.8407, -1.9057, -4.9132], [1.5095, -3.0313, -5.5604], [2.4011, -2.1861, -3.7288], [0.6867, -1.2387, -4.6583], [4.7640, -1.6483, -9.7868], [3.0409, -1.5682, -9.5844], [3.8476, -2.9819, -8.9806], [4.0326, -0.1029, -7.9624], [5.0477, -1.3735, -7.3110], [-2.0383, -2.1182, -2.4695], [-2.3329, -0.9554, -3.4106], [-2.7992, 0.0933, -2.5422], [-3.7346, 0.9418, -2.9475], [-4.2763, 0.9011, -4.0069], [-4.0566, 2.0162, -1.8758], [-5.3771, 2.0278, -1.7014], [-3.4900, 1.7782, -0.7054], [-3.6948, 3.2115, -2.3148], [-2.0888, -3.0390, -3.0589], [-2.7927, -2.2432, -1.6964], [-1.0442, -2.1099, -2.0234], [-3.1066, -1.2923, -4.0981], [-1.4780, -0.5910, -3.9724], [1.8491, 1.0247, -1.7201], [0.3466, 0.8949, -1.5795], [0.0394, 0.0896, -0.4321], [-0.0720, 0.6956, 0.7342], [0.0996, 1.8541, 0.9547], [-0.2651, -0.2724, 1.8892], [0.0085, 0.3514, 3.0145], [-1.5641, -0.6188, 1.9436], [0.4956, -1.3477, 1.7958], [2.2708, 1.7849, -1.0643], [2.0601, 1.3106, -2.7497], [2.3228, 0.0640, -1.5176], [-0.1030, 0.4134, -2.4431], [-0.1158, 1.8773, -1.4685], [-3.4942, -1.2689, 4.4889], [-4.1525, -1.3793, 5.8445], [-5.4376, -1.9789, 5.7831], [-5.5229, -3.2655, 6.0619], [-4.6094, -3.9904, 6.3115], [-6.9886, -3.7243, 6.2643], [-7.0296, -4.6035, 7.2601], [-7.7631, -2.6883, 6.6312], [-7.4948, -4.2570, 5.1603], [-2.8361, -0.4172, 4.3511], [-4.2900, -1.2053, 3.7477], [-2.9272, -2.1931, 4.3499], [-4.2898, -0.3618, 6.2236], [-3.4956, -1.8036, 6.6043], [-4.8978, -1.2073, 0.3359], [-5.9866, -1.5214, 1.3645], [-6.9216, -2.4462, 0.8420], [-7.7610, -3.0487, 1.6678], [-7.9367, -2.8581, 2.8437], [-8.3984, -3.9823, 0.9735], [-9.1576, -4.9570, 1.6703], [-5.3222, -0.9204, -0.6213], [-4.2035, -2.0479, 0.2684], [-4.2639, -0.4273, 0.7595], [-6.4761, -0.5674, 1.5875], [-5.5995, -1.9213, 2.3028], [-10.1469, -4.5651, 1.9135], [-8.6357, -5.1989, 2.5950], [-9.3143, -5.8290, 1.0435], [4.2862, -7.8429, -0.1111], [5.1476, -6.8172, -0.8381], [4.3976, -5.7169, -1.2774], [4.2423, -4.6823, -0.4513], [4.5862, -4.6263, 0.6954], [3.6323, -3.7186, -1.1149], [3.2215, -2.5904, -0.3642], [4.7440, -8.8168, 0.0612], [3.4022, -8.0373, -0.7279], [3.9030, -7.5023, 0.8515], [5.6337, -7.2923, -1.6889], [5.9384, -6.4998, -0.1508], [2.6118, -1.9362, -0.9858], [4.0595, -2.0729, 0.0875], [2.4912, -2.8764, 0.3984]],
  "forces_ev_per_angstrom": [[0.2862, 0.4278, -0.0731], [0.7537, 0.3140, 0.7035], [-0.3708, -0.0485, -0.7087], [0.3646, -0.0928, -0.0814], [0.0028, -0.0834, 0.6780], [0.5751, 1.2626, -0.1314], [-0.2601, -0.2198, -0.0606], [-0.0087, -0.5288, -0.1258], [-0.3165, -0.1894, 0.0281], [-0.4595, -0.1846, -0.2457], [-0.0521, -0.4554, 0.2126], [0.0225, -0.0054, 0.0487], [-0.0780, 0.1193, 0.1248], [-0.3413, -0.2863, -0.3545], [-0.0623, 0.3699, -1.2611], [0.3262, 0.0047, -0.6029], [-0.2206, -0.3625, 0.6689], [1.1203, -0.6333, -0.5766], [-0.3075, 0.4977, 0.1756], [-0.4014, 0.5664, 0.4489], [-0.0514, -0.3109, -0.0426], [-0.0056, 0.0357, -0.0618], [0.0694, -0.2502, -0.0897], [-0.1818, 0.4587, 0.1552], [0.0438, 0.0030, -0.0491], [-0.2875, -0.0979, 0.7905], [0.3253, -0.0042, -0.3493], [-0.4287, -0.0431, 0.6888], [-0.5276, 0.6308, 0.5553], [-0.7066, 0.5121, -1.9802], [-0.6753, -0.4039, 0.2393], [1.0543, 0.8213, 0.1867], [0.1060, -0.3760, -0.2332], [-0.3770, -0.3917, -0.0751], [0.1878, 0.0758, -0.0051], [-0.0632, 0.1859, -0.0297], [-0.1146, 0.0216, -0.0040], [0.2010, -0.3048, -0.0482], [0.2212, -0.0561, -0.0236], [0.2772, 0.0645, 0.0164], [0.2493, 0.0340, 0.8967], [0.2348, -0.6623, 0.4757], [0.5645, -1.1076, 0.8245], [1.5132, 0.8845, -1.0442], [-0.5830, -0.4375, 0.5915], [0.4426, 1.1252, -0.2973], [0.0491, -0.4120, -0.0765], [-0.1183, 0.0731, -0.9202], [-0.0915, -0.0420, 0.5999], [0.0243, -0.4548, 0.0597], [-0.0322, 0.0983, 0.3375], [-0.1684, 0.4825, 0.1172], [-0.3642, 0.3989, 0.1242], [-0.5040, 0.0779, -0.4659], [-0.5377, -0.4047, -0.2391], [-0.1839, -0.3547, 0.4143], [-0.9503, 0.2693, -0.0520], [0.9342, 0.2829, -1.1181], [-0.5570, -0.3723, 0.2189], [0.6260, -0.1400, -0.2100], [-0.2824, 0.1392, 0.3038], [-0.4635, -0.0650, 0.0140], [0.1273, 0.2802, 0.6361], [-0.2159, -0.1093, -0.5048], [0.6326, -0.0342, -0.2257], [0.2301, -0.1288, 0.2198], [0.0122, -0.0378, -0.0174], [0.3657, -0.0283, 0.0746], [-0.2204, 0.0292, 0.3183], [-0.2101, -0.1141, 0.3687], [0.5130, -0.7731, -0.7359], [-0.5111, -0.8263, 0.7376], [0.0459, 0.8394, 0.5587], [0.6704, -0.7021, -0.2820], [-0.4315, 0.4098, -0.2394], [-0.5190, -0.5960, -0.5937], [-0.3579, 0.0390, 0.1620], [0.3857, 0.0296, 0.3618], [0.3483, 0.4027, -0.0465], [0.1172, 0.0120, -0.0069], [-0.0538, 0.3592, 0.0134], [-0.0711, 0.3084, 0.1413], [-0.1567, 0.5165, -0.0670], [0.0260, -0.0137, 0.0202], [-0.1565, -0.0112, -0.3011], [0.2716, 0.7574, -0.0338], [-0.6628, -0.7133, 0.1439], [1.2629, 0.3333, -0.5189], [-0.3709, 0.6608, -0.1116], [-0.6872, 0.3186, 0.0017], [0.1529, 0.0505, 0.6499], [-0.1408, -0.5886, -0.1191], [0.0585, -0.4838, -0.0847], [-0.0730, -0.0685, 0.1227], [0.1162, -0.0369, 0.0335], [0.0878, 0.0898, -0.1009], [0.0211, -0.2861, 0.1661], [-0.0572, -0.0821, 0.0610], [-0.1597, -1.2417, -0.0753], [1.0222, 1.9488, 0.5953], [-0.4409, -0.0153, -0.1453], [0.1557, 0.1133, 0.8500], [0.2535, -0.4519, -0.2889], [-0.1433, 0.8536, 0.1415], [0.0051, -0.3555, -0.1159], [0.0571, -0.1418, -0.2052], [-0.0005, -0.3057, 0.0339], [0.0477, 0.0417, 0.3932], [0.1403, 0.0300, -0.1021], [0.0363, 0.1455, -0.4954], [-0.6193, -0.1310, -0.0877], [-0.2568, -0.6902, -0.2104], [0.2388, -0.8102, 1.0909], [0.2509, 1.0417, 0.2535], [0.0759, -0.0574, -0.7862], [-0.5011, -0.6322, 0.7239], [0.4682, 0.4958, -0.1288], [0.0636, -0.3487, -1.3164], [-0.3826, 0.3871, 0.8208], [0.0917, 0.0051, -0.0687], [-0.2602, -0.1826, -0.4942], [-0.2709, 0.3248, -0.2228], [-0.2943, -0.2213, 0.1768], [0.1429, 0.0579, -0.1103], [0.0767, 0.1149, 0.1141], [-0.1517, -0.2375, 0.0032], [0.4171, 0.0864, -0.2238], [-1.0248, -0.0693, -0.2675], [0.9117, -1.2405, 1.5355], [-0.3196, 0.5009, -0.8077], [0.1562, -0.2468, 0.3312], [0.1718, -0.1097, 0.3456], [-0.4321, 0.2732, -0.9335], [-0.9670, 0.1897, 0.7169], [0.4315, 0.1883, -0.1547], [0.0324, -0.0505, -0.0004], [0.2258, 0.2784, -0.0287], [-0.2350, 0.3155, -0.2694], [-0.0441, 0.2339, -0.1914], [0.5792, -0.0980, -0.5392], [0.0297, 0.0274, -0.0134], [0.4321, -0.2743, 0.2928]]
}

Copy entry 1 word for word.
{
  "formula": "C3H10N2O2",
  "method": "wB97M-V/def2-TZVPD",
  "energy_ev": -10343.635,
  "homo_ha": -0.3132,
  "de_lowest_kj_mol": 564.7,
  "symbols": ["C", "C", "N", "N", "C", "H", "H", "H", "H", "H", "H", "H", "H", "O", "O", "H", "H"],
  "xyz": [[-0.8464, -1.7529, -0.3952], [-0.6126, -0.3145, 0.0560], [-1.8560, 0.4128, 0.1751], [0.6339, 1.7486, -0.5217], [0.5401, 0.3724, -0.5826], [-2.2416, 0.6707, -0.7260], [-1.8076, 1.2185, 0.7842], [-0.2065, 2.2618, -0.2993], [1.3870, 2.1762, -1.0403], [0.9717, -0.0920, -1.4705], [-1.2672, -1.7871, -1.4011], [0.0844, -2.3178, -0.3650], [-1.5025, -2.2411, 0.3225], [1.6591, -0.3411, 0.6385], [2.0901, 0.1361, 1.9130], [3.0480, 0.2651, 1.8183], [-0.0741, -0.4156, 1.0942]],
  "forces_ev_per_angstrom": [[0.2922, 0.3051, 0.0130], [-0.0993, -0.5427, 2.9081], [-0.2056, 0.0935, -0.3123], [-0.4737, -1.0248, -0.5514], [2.0097, 1.2328, 1.7455], [-0.1016, 0.0649, 0.0900], [0.0085, -0.0695, -0.0585], [0.3808, 0.1168, -0.0064], [-0.4661, 0.1522, 0.1171], [0.4740, -0.0671, 0.4184], [-0.1077, -0.1624, -0.0382], [0.1367, 0.1280, -0.2010], [-0.2587, 0.1139, -0.1743], [1.5294, -1.4623, -1.8084], [-0.5754, 1.0228, -0.2386], [-0.3573, 0.0003, -0.4051], [-2.1857, 0.0984, -1.4979]]
}